1.
{
  "formula": "C2H3I3S",
  "method": "ωB97M-V/def2-TZVPD",
  "elements": ["C", "C", "S", "I", "I", "I", "H", "H", "H"],
  "positions_angstrom": [[0.78736, 0.28149, -0.29900], [-1.01611, 0.18580, -0.07217], [1.55249, -1.19540, -0.05503], [-2.06695, 1.80344, -0.93233], [-1.20628, 0.21745, 2.18174], [-1.71610, -1.63815, -0.87380], [1.24999, 1.06512, 0.17652], [0.77532, 0.46580, -1.34688], [1.64028, -1.18556, 1.22095]]
}

2.
{
  "formula": "C9H19N2S",
  "method": "ωB97M-V/def2-TZVPD",
  "elements": ["C", "C", "C", "C", "C", "C", "C", "C", "C", "N", "N", "S", "H", "H", "H", "H", "H", "H", "H", "H", "H", "H", "H", "H", "H", "H", "H", "H", "H", "H", "H"],
  "positions_angstrom": [[0.47449, 1.31908, 1.14400], [3.17551, -0.48185, -0.33820], [2.53140, -1.51818, 0.53009], [2.03547, 0.45376, -0.46958], [1.80201, -0.73632, 1.60917], [-3.14053, 1.87751, 0.23162], [-1.99815, 1.02646, -1.71279], [-2.66134, -2.06390, -0.97164], [-2.41478, 0.82046, -0.45378], [1.36717, 0.43912, 0.84625], [-0.35223, 1.25838, 2.26198], [-2.12182, -0.87244, 0.25931], [3.99910, 0.00015, 0.11170], [3.61286, -0.67299, -1.37175], [1.73693, -2.05598, 0.02247], [3.26565, -2.30203, 0.82371], [2.22391, 1.49202, -0.62081], [1.30500, 0.14552, -1.23457], [0.91021, -1.44735, 1.86204], [2.47513, -0.53391, 2.47588], [-2.57162, 2.27621, 1.06408], [-3.40761, 2.62195, -0.34944], [-4.10014, 1.49927, 0.58736], [-2.01846, 1.98768, -2.10126], [0.15981, 2.05940, 0.40534], [-1.45263, 0.25029, -2.31563], [-1.95457, -2.14772, -1.92556], [-3.72906, -1.83076, -1.44206], [-2.76507, -3.03913, -0.64126], [-1.14305, 1.94165, 2.29890], [-0.43135, 0.41929, 2.70056]],
  "total_charge": 1
}

3.
{
  "formula": "CH3ClNO",
  "method": "ωB97M-V/def2-TZVPD",
  "elements": ["C", "N", "O", "Cl", "H", "H", "H"],
  "positions_angstrom": [[-0.51907, 0.22239, -0.26697], [-0.67366, -0.70452, 0.74616], [-1.10672, -0.95271, -0.61618], [2.77477, 0.84223, -0.06794], [0.44961, 0.36899, -0.63209], [-1.24815, 1.24520, -0.15403], [0.32322, -1.02159, 0.99106]],
  "total_charge": -1
}

4.
{
  "formula": "C6H10N2",
  "method": "ωB97M-V/def2-TZVPD",
  "elements": ["C", "C", "C", "C", "C", "C", "N", "N", "H", "H", "H", "H", "H", "H", "H", "H", "H", "H"],
  "positions_angstrom": [[-0.08835, -1.67517, -0.45066], [0.12381, 0.70660, 2.62580], [-0.11139, -0.20280, -0.56569], [-0.93040, 0.36409, 1.63068], [0.32536, 0.34286, -2.36858], [1.42516, 1.05053, -2.57322], [-0.48474, 0.85206, -0.07829], [-2.06962, -0.09237, 1.89643], [-2.63805, -0.24713, 1.06146], [-0.35286, -0.00098, -3.14273], [-0.91500, -2.08140, -1.03838], [-0.15605, -2.01630, 0.58403], [0.84989, -2.06601, -0.85139], [1.00041, 0.07170, 2.47853], [0.42691, 1.74438, 2.46861], [-0.24829, 0.59145, 3.64898], [2.05580, 1.37860, -1.74912], [1.78743, 1.27988, -3.57648]]
}

5.
{
  "formula": "C5H9NO",
  "method": "ωB97M-V/def2-TZVPD",
  "elements": ["C", "C", "C", "C", "C", "N", "O", "H", "H", "H", "H", "H", "H", "H", "H", "H"],
  "positions_angstrom": [[-1.66149, -1.13251, 0.16857], [-0.58634, -0.32523, -0.55401], [-0.68064, 1.23507, -0.49111], [0.61948, 1.29643, 0.36070], [0.77167, -0.18382, 0.09217], [1.69050, -1.05211, 0.06632], [2.89546, -0.56851, 0.56022], [-2.50729, -1.32995, -0.49809], [-2.04916, -0.61737, 1.05124], [-1.26343, -2.09730, 0.49385], [-0.46339, -0.73776, -1.55669], [-0.57369, 1.71419, -1.46553], [-1.57635, 1.63376, -0.00818], [0.45011, 1.53788, 1.41393], [1.43531, 1.92429, -0.00476], [3.49927, -1.29707, 0.37137]],
  "smiles": "C[C@H]1CC/C1=N\\O"
}

6.
{
  "formula": "C39H57F10O42P3",
  "method": "ωB97M-V/def2-TZVPD",
  "elements": ["C", "C", "O", "C", "O", "O", "F", "H", "H", "H", "C", "C", "O", "C", "O", "O", "F", "H", "H", "H", "C", "C", "O", "C", "O", "O", "F", "H", "H", "H", "C", "C", "O", "C", "O", "O", "F", "H", "H", "H", "C", "C", "O", "C", "O", "O", "F", "H", "H", "H", "C", "C", "O", "C", "O", "O", "F", "H", "H", "H", "C", "C", "O", "C", "O", "O", "F", "H", "H", "H", "C", "C", "O", "C", "O", "O", "F", "H", "H", "H", "C", "C", "O", "C", "O", "O", "F", "H", "H", "H", "C", "C", "O", "C", "O", "O", "F", "H", "H", "H", "C", "O", "P", "O", "O", "C", "O", "C", "H", "H", "H", "H", "H", "H", "H", "H", "H", "C", "O", "P", "O", "O", "C", "O", "C", "H", "H", "H", "H", "H", "H", "H", "H", "H", "C", "O", "P", "O", "O", "C", "O", "C", "H", "H", "H", "H", "H", "H", "H", "H", "H"],
  "positions_angstrom": [[3.16655, -4.70327, 2.10438], [3.83196, -5.36101, 0.92812], [4.35810, -4.18264, 0.27847], [4.60955, -3.26171, 1.26708], [5.17855, -2.22934, 1.08993], [4.04888, -3.63710, 2.39882], [2.97466, -6.00909, 0.10968], [3.09829, -5.39891, 2.94068], [2.18850, -4.26707, 1.88812], [4.60752, -6.08722, 1.18133], [-4.45401, -1.37894, 3.59274], [-3.77536, -1.86605, 2.32173], [-3.69470, -0.69691, 1.53195], [-3.73581, 0.37078, 2.32346], [-3.45020, 1.48526, 2.01740], [-4.20048, 0.02999, 3.55006], [-4.60625, -2.73766, 1.66916], [-4.04323, -1.91984, 4.44199], [-5.52841, -1.53573, 3.50415], [-2.78298, -2.27957, 2.47383], [-6.09070, -5.19299, -1.98614], [-5.77698, -5.44545, -0.50361], [-4.37174, -5.41435, -0.49995], [-3.91301, -5.78863, -1.71198], [-2.81911, -6.15394, -2.00073], [-4.92132, -5.80119, -2.58488], [-6.21432, -6.65389, -0.08898], [-6.00439, -4.18619, -2.39092], [-6.96569, -5.76212, -2.29058], [-6.18910, -4.65975, 0.12919], [4.55899, 1.08661, -0.45451], [5.66079, 2.07729, -0.82671], [5.33086, 3.23624, -0.07864], [4.27995, 2.99871, 0.75554], [3.87862, 3.77491, 1.56559], [3.71250, 1.85699, 0.43347], [5.59180, 2.37210, -2.14490], [4.94559, 0.14980, -0.05451], [3.87181, 0.85965, -1.26829], [6.66014, 1.83327, -0.46682], [-2.13072, 3.16114, 4.44733], [-1.27083, 2.52363, 5.54345], [-0.07463, 2.25483, 4.87056], [0.04980, 3.15071, 3.84335], [1.03149, 3.22004, 3.17959], [-1.12209, 3.76945, 3.66100], [-1.94461, 1.36936, 5.90446], [-2.78452, 3.92319, 4.86642], [-2.68079, 2.40794, 3.88487], [-1.18417, 3.13115, 6.44318], [-4.07190, -3.73399, -4.89096], [-3.74562, -2.47515, -5.62949], [-3.16279, -1.66472, -4.64431], [-2.69369, -2.49425, -3.67278], [-1.96596, -2.18827, -2.79429], [-2.98527, -3.79859, -3.97777], [-4.86424, -1.95947, -6.21298], [-4.02683, -4.57562, -5.58526], [-5.05844, -3.84636, -4.43894], [-3.05832, -2.70666, -6.44716], [-0.52519, 5.20771, 0.67684], [0.91394, 5.52665, 0.99032], [0.76084, 6.15814, 2.26751], [-0.49513, 6.65419, 2.39038], [-0.86979, 7.33774, 3.28742], [-1.19940, 6.33369, 1.29312], [1.52813, 6.35499, 0.11919], [-0.90635, 4.31956, 1.17659], [-0.86441, 5.23247, -0.35512], [1.42251, 4.56658, 1.05843], [4.61568, -0.08033, 3.91084], [3.56834, 1.01263, 3.84494], [3.64367, 1.50531, 5.15472], [4.08160, 0.54618, 5.99106], [4.04347, 0.58342, 7.17445], [4.42035, -0.55159, 5.26657], [2.32049, 0.42000, 3.76443], [5.62859, 0.32289, 3.87221], [4.48872, -0.96276, 3.29195], [3.73384, 1.63942, 2.97327], [4.47910, -3.81291, -3.11921], [5.71320, -3.00581, -2.68605], [5.29133, -1.67667, -2.94235], [4.25914, -1.71398, -3.78315], [3.77563, -0.74647, -4.30327], [3.85690, -2.94947, -4.08008], [6.85048, -3.20930, -3.42259], [3.85971, -3.95434, -2.23105], [4.71052, -4.81626, -3.46859], [6.02281, -3.21170, -1.66058], [0.03661, -1.20018, 4.62352], [1.06996, -2.30574, 4.50310], [0.29194, -3.47177, 4.29385], [-0.99122, -3.15032, 4.06121], [-1.82340, -3.95963, 3.77514], [-1.18508, -1.85875, 4.31820], [1.76450, -2.49220, 5.66312], [0.24637, -0.41954, 3.89936], [0.12359, -0.75138, 5.61303], [1.78413, -2.09268, 3.70820], [3.21038, 5.30338, -2.26117], [2.94936, 4.03187, -2.87253], [1.50396, 3.37890, -2.73035], [1.10478, 3.04323, -1.34306], [0.52063, 4.40355, -3.43921], [0.48608, 4.66990, -4.84095], [1.53632, 2.17001, -3.78630], [0.77001, 1.01374, -3.51034], [3.44745, 6.04152, -3.03227], [3.98520, 5.21590, -1.50951], [2.26668, 5.73523, -1.92240], [1.15996, 4.02309, -5.39828], [0.74153, 5.71248, -5.03520], [-0.55377, 4.52895, -5.13505], [0.31893, 0.58320, -4.40874], [-0.07210, 1.25327, -2.86574], [1.33026, 0.15552, -3.13687], [1.25752, -2.16569, -1.59171], [0.55198, -1.20644, -0.80106], [0.04095, -1.71709, 0.63707], [1.11617, -2.42994, 1.36160], [-0.47803, -0.39836, 1.35387], [0.42841, 0.73235, 1.23912], [-1.35989, -2.45710, 0.36765], [-1.45568, -3.87595, 0.25281], [1.64929, -3.01232, -1.02435], [2.08692, -1.63676, -2.06096], [0.62402, -2.59421, -2.36993], [-0.11210, 1.56690, 0.79601], [1.29852, 0.51299, 0.62841], [0.68025, 1.03745, 2.25050], [-2.03323, -4.07514, -0.65284], [-2.03237, -4.38283, 1.02590], [-0.48893, -4.34418, 0.06922], [-6.07396, 2.42442, -2.36350], [-4.91039, 2.09140, -3.09306], [-3.48953, 2.76535, -2.86990], [-2.56757, 2.56123, -3.98327], [-3.93229, 4.32576, -2.61008], [-2.86109, 5.24715, -2.71649], [-3.08460, 2.23144, -1.43926], [-2.30948, 1.03540, -1.31267], [-6.38037, 1.52294, -1.81784], [-6.84992, 2.70404, -3.07231], [-5.95838, 3.12510, -1.53486], [-2.85509, 5.93124, -1.86433], [-2.88138, 5.82935, -3.63844], [-1.84335, 4.84287, -2.67608], [-1.44551, 1.33606, -0.71876], [-1.90276, 0.59584, -2.22117], [-2.85162, 0.29582, -0.72716]]
}

no.,HOMO level (eV),calculated total energy (eV),HOMO-LUMO gap (eV)
1,-9.06,-37258.1831,8.16
2,-11.76,-23448.4718,8.57
3,-4.06,-17144.5776,8.36
4,-8.17,-9360.3036,9.07
5,-9.40,-8866.2225,10.50
6,-10.50,-182412.3399,10.58